Record 1
{
  "formula": "C26H60BF4N5O5",
  "method": "wB97M-V/def2-TZVPD",
  "symbols": ["C", "C", "C", "N", "C", "C", "C", "C", "C", "H", "H", "H", "H", "H", "H", "H", "H", "H", "H", "H", "H", "H", "H", "H", "H", "H", "H", "B", "F", "F", "F", "F", "C", "C", "N", "H", "H", "H", "C", "C", "N", "H", "H", "H", "C", "C", "N", "H", "H", "H", "C", "C", "N", "H", "H", "H", "C", "C", "O", "H", "H", "H", "H", "H", "H", "C", "C", "O", "H", "H", "H", "H", "H", "H", "C", "C", "O", "H", "H", "H", "H", "H", "H", "C", "C", "O", "H", "H", "H", "H", "H", "H", "C", "C", "O", "H", "H", "H", "H", "H", "H"],
  "xyz": [[3.46921, -7.06834, 4.42970], [3.29721, -6.06934, 3.23870], [2.83521, -4.69334, 3.67570], [2.56921, -3.83434, 2.45370], [1.25121, -4.17934, 1.97770], [3.68021, -3.75534, 1.50170], [3.54821, -2.39234, 0.74770], [2.79221, -1.53034, 1.72470], [2.52421, -2.40434, 2.94670], [3.39421, -8.01434, 3.90470], [2.69621, -6.98234, 5.29770], [4.29821, -6.77934, 4.95470], [2.36821, -6.52434, 2.64070], [4.02921, -6.09634, 2.55670], [3.64721, -4.12834, 4.12170], [1.99021, -4.61834, 4.54770], [0.94221, -3.77434, 1.11870], [0.49821, -4.15034, 2.76270], [1.15721, -5.17134, 1.54370], [3.80321, -4.41634, 0.62870], [4.49821, -3.62734, 1.84770], [2.94321, -2.44834, -0.17430], [4.55021, -2.38334, 0.24770], [1.76921, -1.19034, 1.27370], [3.30821, -0.43434, 1.85970], [1.59321, -2.29934, 3.38170], [3.21621, -2.15034, 3.70470], [-0.19479, 0.94866, -0.76230], [-0.27579, 2.28366, -0.70030], [-1.12879, 0.30266, 0.04470], [-0.50579, 0.43066, -2.10230], [1.11721, 0.69666, -0.43430], [-2.33379, 1.65666, -4.37930], [-2.35779, 2.96966, -5.14730], [-2.45079, 3.92266, -5.64330], [-2.37179, 2.12366, -3.39630], [-3.20379, 0.90866, -4.52730], [-1.34779, 1.28966, -4.67030], [1.85121, 3.34766, 1.02970], [2.72321, 4.49166, 1.62070], [3.39121, 5.33466, 2.13670], [0.71321, 3.47466, 1.19070], [1.70821, 3.41366, -0.15130], [2.14521, 2.31266, 1.27170], [-4.09579, 2.04766, -0.31330], [-4.44179, 1.39466, -1.55630], [-4.82679, 0.85966, -2.59730], [-3.46779, 2.88866, -0.43630], [-5.07679, 2.27766, 0.16570], [-3.53079, 1.27966, 0.21470], [-2.58379, -1.92634, -2.60330], [-3.35279, -3.23034, -2.38230], [-3.97779, -4.22734, -2.24230], [-1.53179, -2.07734, -2.46730], [-2.99479, -1.60734, -3.65530], [-2.86679, -1.13734, -1.71930], [-4.48879, -2.39434, 2.49270], [-3.79279, -1.68034, 1.35170], [-2.32479, -1.78334, 1.46870], [-4.21579, -3.39534, 2.53570], [-5.55179, -2.48934, 2.41470], [-4.02379, -1.79434, 3.40970], [-3.91079, -0.64634, 1.25870], [-3.94579, -2.00534, 0.29470], [-1.72179, -1.01734, 1.32270], [2.57221, 3.45866, -3.11730], [1.09121, 3.59666, -3.44430], [0.30921, 4.18966, -2.36830], [2.96421, 4.36266, -3.08930], [2.95821, 2.96566, -4.10730], [2.82921, 2.85166, -2.40230], [0.67821, 2.67766, -3.71230], [0.84521, 4.18266, -4.40830], [0.27021, 3.37366, -1.78930], [0.09521, 1.16866, 2.91570], [-1.18879, 1.95566, 3.17870], [-1.26079, 2.16666, 4.56270], [0.81421, 1.54666, 3.60970], [0.29221, 1.10366, 1.84570], [-0.24979, -0.04434, 3.07170], [-2.14779, 1.55166, 3.14470], [-1.22079, 2.90566, 2.59470], [-0.45479, 2.59766, 4.84570], [0.98321, -0.20634, -6.17430], [0.83821, -0.94934, -4.93030], [1.65821, -0.32934, -4.01830], [0.26021, -0.93434, -6.82830], [1.95521, -0.22234, -6.57130], [0.56021, 0.57666, -6.18630], [0.96421, -2.09634, -4.91430], [-0.22179, -0.95934, -4.51330], [1.02621, -0.22934, -3.26030], [-0.71779, 6.08566, 0.86470], [-1.82679, 5.15566, 0.30370], [-3.10679, 5.30166, 0.96670], [-0.56079, 6.00366, 1.90270], [-0.95979, 7.18166, 0.65470], [0.17921, 6.04966, 0.32970], [-1.62879, 4.11066, 0.27070], [-2.22879, 5.46666, -0.69830], [-3.79479, 5.25566, 0.21970]],
  "charge": 0,
  "de_lowest_kcal_mol": 7.90,
  "multiplicity": 1,
  "homo_ev": -9.346,
  "e_tot_ha": -2100.630127
}

---

Record 2
{
  "formula": "C28H56O12",
  "method": "wB97M-V/def2-TZVPD",
  "symbols": ["C", "C", "O", "C", "C", "O", "H", "H", "H", "H", "H", "H", "H", "H", "C", "C", "O", "C", "C", "O", "H", "H", "H", "H", "H", "H", "H", "H", "C", "C", "O", "C", "C", "O", "H", "H", "H", "H", "H", "H", "H", "H", "C", "C", "O", "C", "C", "O", "H", "H", "H", "H", "H", "H", "H", "H", "C", "C", "C", "O", "H", "H", "H", "H", "H", "H", "C", "C", "C", "O", "H", "H", "H", "H", "H", "H", "C", "C", "C", "O", "H", "H", "H", "H", "H", "H", "C", "C", "C", "O", "H", "H", "H", "H", "H", "H"],
  "xyz": [[-3.72372, -2.76792, 2.94511], [-3.93472, -4.07492, 1.98111], [-2.97872, -3.97292, 0.94011], [-2.81372, -4.85492, 0.08111], [-1.88772, -4.50792, -1.03989], [-3.36272, -6.03192, 0.06911], [-2.50172, -2.94292, 3.41511], [-4.58172, -2.82692, 3.51411], [-3.73572, -1.90092, 2.49211], [-3.58672, -5.06992, 2.30211], [-5.01272, -4.19792, 1.67011], [-1.00872, -4.36792, -0.43689], [-2.08172, -3.53492, -1.50789], [-1.88072, -5.51192, -1.74389], [2.10828, -2.31492, -2.57889], [2.44028, -2.69992, -1.09589], [3.83228, -2.50292, -0.76789], [4.20228, -2.70492, 0.46511], [5.79828, -2.60692, 0.74211], [3.53128, -3.20792, 1.35411], [2.56028, -1.33492, -2.87689], [1.05428, -2.35692, -3.01489], [2.80428, -3.05692, -3.19089], [1.97828, -2.25692, -0.30889], [2.28028, -3.86592, -0.88889], [6.01328, -1.60592, 1.02711], [6.51828, -3.05292, -0.02789], [6.04928, -3.05392, 1.55111], [3.42928, 1.33108, -4.32189], [3.83028, 2.78508, -3.79689], [2.87828, 3.23508, -2.88789], [2.83528, 4.46808, -2.35389], [1.68728, 4.55108, -1.42789], [3.71528, 5.22708, -2.51789], [2.50328, 1.40808, -4.79589], [3.33228, 0.63608, -3.39289], [4.35528, 1.01108, -4.84789], [4.85328, 2.61008, -3.42989], [3.90228, 3.34808, -4.64689], [1.51928, 3.69008, -0.61189], [0.83128, 4.73608, -2.07689], [1.98928, 5.48208, -0.77589], [2.74928, 1.00508, 0.59211], [1.78628, 0.08508, 1.38811], [0.60328, -0.07492, 0.51711], [-0.38872, -0.63492, 1.03911], [-1.52772, -0.56192, 0.03011], [-0.50972, -1.04492, 2.23911], [3.04628, 0.44008, -0.15089], [3.37228, 1.35008, 1.32611], [2.32028, 1.68008, -0.12989], [2.23528, -0.98292, 1.55311], [1.53128, 0.77808, 2.03911], [-1.35472, -1.30692, -0.78589], [-1.57872, 0.36208, -0.46589], [-2.47872, -0.82492, 0.30311], [-0.55572, 3.00808, 2.42611], [-0.99272, 4.36608, 1.89511], [-1.52372, 4.44808, 0.54411], [-0.90672, 5.46808, 2.71511], [-0.68272, 2.11208, 1.71411], [-0.98972, 2.78808, 3.39511], [0.57928, 3.02508, 2.73711], [-2.41772, 3.96408, 0.26411], [-0.83172, 4.05208, -0.27189], [-1.64072, 5.52608, 0.49811], [-6.23872, 0.38508, -0.40689], [-6.00372, -1.00492, -0.22289], [-5.51272, -1.84492, -1.39489], [-6.09772, -1.57292, 1.00511], [-6.31472, 0.71908, 0.53611], [-7.09372, 0.56508, -1.07089], [-5.05172, 0.94108, -0.67289], [-5.60972, -2.82292, -1.17089], [-4.33972, -1.39892, -1.60289], [-5.89772, -1.53192, -2.10089], [0.99028, 1.54208, 5.60611], [2.26628, 0.75508, 5.44211], [2.30028, -0.73392, 5.28611], [3.50228, 1.37508, 5.21711], [0.84428, 2.19708, 6.47911], [0.31928, 0.66408, 5.52811], [0.92428, 1.98108, 4.82111], [3.30228, -1.22692, 5.41411], [1.92428, -0.90792, 4.43911], [1.85028, -1.14792, 6.17711], [-2.02972, 1.30308, -4.44489], [-0.99072, 0.71908, -3.51489], [0.01728, 1.58508, -2.68289], [-0.69372, -0.57292, -3.54789], [-2.66672, 0.56608, -4.77189], [-1.51372, 1.74808, -5.20589], [-2.49972, 2.17308, -4.07889], [0.47728, 2.16408, -3.47289], [0.69528, 0.98608, -2.33889], [-0.44472, 2.03608, -1.84689]],
  "charge": 0,
  "de_lowest_kcal_mol": 378.84,
  "multiplicity": 1,
  "homo_ev": -9.479,
  "smiles": "CCOC(C)=O.CCOC(C)=O.CCOC(C)=O.CCOC(C)=O.CC(C)=O.CC(C)=O.CC(C)=O.CC(C)=O",
  "e_tot_ha": -2002.770702
}

---

Record 3
{
  "formula": "C6H8O2",
  "method": "wB97M-V/def2-TZVPD",
  "symbols": ["C", "C", "C", "C", "C", "C", "H", "H", "H", "H", "H", "H", "H", "H", "O", "O"],
  "xyz": [[-0.28051, 0.73075, 0.09736], [-0.49617, -1.43536, -0.11873], [-0.99620, -0.33022, 0.91616], [2.17164, -0.16957, 0.21663], [1.22207, 0.72067, -0.23200], [-1.02892, -0.24088, -0.86630], [-1.50482, 2.33578, 0.35570], [0.62542, -1.53487, -0.14959], [-1.21697, -2.32947, -0.31999], [-1.30545, -0.29830, 1.99588], [1.97546, -1.09481, 0.98489], [3.16620, -0.30916, -0.24732], [1.71558, 1.47455, -0.89056], [-1.32871, 0.32027, -1.87626], [-0.61670, 2.18490, 0.12796], [-2.10194, -0.02427, 0.00617]],
  "charge": 0,
  "de_lowest_kcal_mol": 138.90,
  "multiplicity": 1,
  "homo_ev": -9.175,
  "e_tot_ha": -383.688765
}

---

Record 4
{
  "formula": "C11H14N2O",
  "method": "wB97M-V/def2-TZVPD",
  "symbols": ["C", "C", "C", "N", "C", "C", "C", "C", "C", "C", "H", "H", "H", "H", "H", "H", "H", "H", "H", "C", "C", "N", "O", "H", "H", "H", "H", "H"],
  "xyz": [[0.22758, 2.76008, 2.06694], [-0.84432, 1.83792, 1.58535], [-2.04651, 2.34229, 1.14366], [-2.80005, 1.30923, 0.57193], [-2.01161, 0.19509, 0.54259], [-2.31188, -1.08003, 0.02755], [-1.32968, -2.04359, 0.14946], [-0.15331, -1.77354, 0.86090], [0.20973, -0.53754, 1.33533], [-0.78238, 0.46703, 1.15088], [-0.33100, 3.47415, 2.68663], [0.64232, 3.35810, 1.25745], [1.03156, 2.34637, 2.67089], [-2.59944, 3.24012, 1.37054], [-3.74357, 1.31005, 0.21386], [-3.24677, -1.20187, -0.50457], [-1.43678, -2.95362, -0.42595], [0.46909, -2.65235, 1.01590], [1.10419, -0.31759, 1.89431], [2.54310, -0.32561, -1.49832], [2.59193, -1.57081, -2.34859], [1.43604, -1.88741, -3.01133], [3.51397, -2.34721, -2.33481], [3.60397, -0.10584, -1.34731], [2.16671, -0.42566, -0.48236], [2.03600, 0.53206, -1.93792], [1.42043, -2.66455, -3.64161], [0.64066, -1.28527, -3.01141]],
  "charge": 0,
  "de_lowest_kcal_mol": 18.10,
  "multiplicity": 1,
  "homo_ev": -7.983,
  "smiles": "Cc1c[nH]c2ccccc12.CC(N)=O",
  "e_tot_ha": -612.321901
}

---

Number 1: largest force on an atom 13.72 eV Å⁻¹. Number 2: largest force on an atom 15.34 eV Å⁻¹. Number 3: largest force on an atom 5.75 eV Å⁻¹. Number 4: largest force on an atom 1.99 eV Å⁻¹.